15
Properties=species:S:1:pos:R:3:forces:R:3:lowdin_charge:R:1 method="wB97M-V/def2-TZVPD" lumo_ha=-0.15219 homo_lumo_gap_ev=9.5 max_force_ha_per_bohr=0.08159 relative_energy_kj_mol=332.8 total_energy_ha=-266.9725 charge=+1 spin_multiplicity=1 e_homo_ha=-0.500
C -2.934098 -0.533476 0.113957 0.23 -0.02 -0.14 0.05
C 0.734677 0.139324 0.617876 -3.41 -0.23 -2.08 -0.09
C -0.849598 0.304139 -0.444213 3.50 -1.25 1.94 -0.14
C 1.919803 -0.496559 0.013161 0.37 0.24 -0.08 -0.06
N -2.036466 0.355995 0.206121 -0.60 0.70 0.55 0.00
N 0.127031 1.332839 -0.010328 0.15 0.63 -0.01 0.09
H -3.878779 -0.335533 0.597141 -0.12 -0.09 0.16 0.09
H -2.805812 -1.476586 -0.415480 0.00 0.01 -0.16 0.10
H 0.497946 0.004507 1.658530 -0.17 0.28 0.10 0.14
H -0.697764 -0.112049 -1.429150 0.16 0.16 -0.11 0.15
H 1.882963 -0.537514 -1.072813 -0.04 0.00 -0.07 0.09
H 2.027506 -1.508124 0.396101 -0.04 -0.03 -0.01 0.10
H 2.815018 0.062015 0.302931 0.09 -0.05 -0.02 0.10
H -0.292450 2.007838 0.643347 0.04 -0.19 -0.18 0.19
H 0.683540 1.823141 -0.719937 -0.16 -0.17 0.12 0.19

---

9
Properties=species:S:1:pos:R:3:forces:R:3:lowdin_charge:R:1 method="wB97M-V/def2-TZVPD" lumo_ha=0.01619 homo_lumo_gap_ev=10.9 max_force_ha_per_bohr=0.01796 smiles=O.O.O relative_energy_kj_mol=33.5 total_energy_ha=-229.3123 charge=0 spin_multiplicity=1 e_homo_ha=-0.385
O 0.010021 0.734029 -0.494919 -0.26 0.05 -0.26 -0.03
H -0.529479 1.507834 -0.657407 -0.04 0.29 -0.11 0.06
H -0.435100 0.276615 0.218427 -0.27 -0.44 0.36 0.03
O -1.768026 -1.473110 0.552130 0.25 0.17 0.17 -0.04
H -2.666363 -1.368744 0.865717 -0.24 0.00 0.17 0.04
H -1.847748 -1.495051 -0.401489 0.05 -0.08 -0.35 0.04
O 2.662531 0.824229 -0.233266 0.92 0.08 0.06 -0.07
H 1.706778 0.822321 -0.285785 -0.56 0.05 -0.15 -0.05
H 2.867387 0.171879 0.436592 0.16 -0.11 0.11 0.02

---

12
Properties=species:S:1:pos:R:3:forces:R:3:lowdin_charge:R:1 method="wB97M-V/def2-TZVPD" lumo_ha=0.02197 homo_lumo_gap_ev=10.0 max_force_ha_per_bohr=0.08238 smiles="CN=C=N.N=C=O" relative_energy_kj_mol=271.6 total_energy_ha=-356.7539 charge=0 spin_multiplicity=1 e_homo_ha=-0.347
C -0.004845 1.516962 -0.057742 -1.17 -2.73 0.74 -0.06
N -0.166871 0.122742 -0.293550 -0.20 0.95 0.36 0.06
C -0.751720 -0.908755 -0.383249 1.71 0.54 0.38 -0.33
N -0.957235 -2.087583 -0.226327 -1.20 -2.18 -0.12 0.12
H 0.263563 1.764037 0.908421 1.11 -0.30 2.40 0.07
H 0.725010 1.812391 -0.663045 2.85 1.70 -2.63 0.04
H -0.855363 2.057882 -0.126337 -2.99 1.65 -1.15 0.06
H -0.803930 -2.814959 -0.916051 -0.30 0.47 0.05 0.07
N 2.177197 -1.848338 0.325793 0.21 -0.90 -0.78 0.21
C 2.292464 -0.736036 -0.095024 1.83 -0.54 -0.36 -0.45
O 2.820845 0.136454 -0.630696 -0.29 2.19 -0.80 0.16
H 1.673574 -2.116809 1.094959 -1.57 -0.83 1.91 0.04

---

18
Properties=species:S:1:pos:R:3:forces:R:3:lowdin_charge:R:1 method="wB97M-V/def2-TZVPD" lumo_ha=0.02207 homo_lumo_gap_ev=9.0 max_force_ha_per_bohr=0.10449 relative_energy_kj_mol=336.2 total_energy_ha=-896.3129 charge=0 spin_multiplicity=1 e_homo_ha=-0.308
C 2.412364 0.134891 0.115207 1.72 0.66 1.53 -0.65
C -0.208397 0.639444 -0.096654 0.53 -0.63 -2.01 -0.70
C -1.612145 1.235327 -0.225576 -1.43 -1.01 -0.33 -0.15
C -1.252673 -1.489631 0.431285 -0.97 -0.51 -0.36 -0.14
N -0.037987 -0.743212 0.193954 -3.63 3.22 2.31 -0.58
P 1.182782 1.664536 0.467395 1.69 -2.17 0.11 0.86
P 1.403290 -1.397149 -0.109336 1.80 0.18 -2.44 0.82
H 2.985714 0.380079 -0.791506 -0.22 -0.41 0.18 0.00
H 3.231148 -0.113406 0.952649 -1.93 1.15 -1.50 0.05
H 0.444816 0.488305 -1.734882 -0.50 -0.12 2.04 0.14
H -2.142307 0.516649 -0.899508 0.13 0.71 0.39 0.06
H -1.721236 2.238953 -0.746533 0.69 -1.18 1.00 0.09
H -2.247670 1.186349 0.724905 1.11 0.46 -0.98 0.09
H -1.717650 -1.731918 -0.549504 -0.23 0.32 0.59 0.10
H -1.064121 -2.450150 0.882710 0.51 -0.31 0.18 0.06
H -1.970634 -0.991617 1.137198 0.72 -0.18 -0.93 0.10
H 1.217832 1.119515 1.780203 -0.55 0.60 0.42 -0.08
H 1.096876 -0.686967 -1.532011 0.55 -0.77 -0.19 -0.06

---

15
Properties=species:S:1:pos:R:3:forces:R:3:lowdin_charge:R:1 method="wB97M-V/def2-TZVPD" lumo_ha=0.03129 homo_lumo_gap_ev=10.0 max_force_ha_per_bohr=0.02436 smiles="[H]/N=C/N1CC(S)C1" relative_energy_kj_mol=174.1 total_energy_ha=-664.8665 charge=0 spin_multiplicity=1 e_homo_ha=-0.335
H 3.755575 -0.689799 -0.801130 -0.25 -0.25 0.44 0.04
N 2.903944 -0.829045 -0.244164 -0.07 0.18 -0.44 0.08
C 2.249880 0.262761 -0.284681 0.35 0.76 0.05 -0.30
N 1.048239 0.461495 0.361005 0.44 -0.59 -0.67 -0.11
C 0.183984 -0.669058 0.704889 0.12 -0.63 0.94 -0.17
C -1.037430 0.265824 0.559938 0.55 -0.18 0.11 -0.67
S -2.440910 -0.337254 -0.324023 -0.52 -0.23 -0.42 0.75
C -0.080343 1.249214 -0.135293 -0.36 1.13 0.41 -0.17
H 2.670280 1.169721 -0.763135 -0.50 -0.24 0.10 0.13
H 0.419320 -1.047026 1.723348 -0.36 -0.12 -0.74 0.13
H 0.169170 -1.489148 -0.050505 0.25 0.47 0.53 0.11
H -1.420653 0.638244 1.505501 0.10 0.04 0.09 0.09
H -1.739468 -0.808362 -1.369543 -0.12 0.00 0.02 -0.13
H -0.222782 1.268945 -1.216813 0.19 -0.06 -0.09 0.11
H -0.138712 2.273893 0.269655 0.19 -0.28 -0.32 0.12

---

9
Properties=species:S:1:pos:R:3:forces:R:3:lowdin_charge:R:1 method="wB97M-V/def2-TZVPD" lumo_ha="-0.05842 / -0.05831" homo_lumo_gap_ev="7.0 / 7.0" max_force_ha_per_bohr=0.08565 relative_energy_kj_mol=356.4 total_energy_ha=-3907.3613 charge=0 spin_multiplicity=1 e_homo_ha="-0.315 / -0.315"
C 0.393909 -0.979850 -0.022357 1.11 1.34 0.18 -0.68
C 2.760458 -1.139676 0.845005 -0.97 1.11 0.60 -1.15
C -0.544371 -0.250219 0.745404 -3.09 2.82 -1.38 -0.63
Cl 0.141640 -2.545873 -0.182622 -0.67 -2.15 -0.57 0.74
Cl 3.310701 -2.430903 -0.019740 0.72 -0.71 -0.67 0.50
Br -2.418794 -1.028875 1.273988 0.99 0.38 -0.53 0.44
I 3.649671 0.703946 0.304157 0.12 -0.15 -0.05 0.63
H -0.745517 0.893963 0.469209 0.44 -2.74 0.17 0.13
H -0.174961 -0.200291 1.706012 1.35 0.11 2.25 0.02

---

13
Properties=species:S:1:pos:R:3:forces:R:3:lowdin_charge:R:1 method="wB97M-V/def2-TZVPD" lumo_ha=0.02582 homo_lumo_gap_ev=10.2 max_force_ha_per_bohr=0.06197 relative_energy_kj_mol=325.1 total_energy_ha=-286.5078 charge=0 spin_multiplicity=1 e_homo_ha=-0.348
C 1.307774 -1.110274 -0.573215 -0.02 -0.01 0.33 -0.04
C 0.310526 -0.187691 0.101871 0.57 -0.10 1.36 -0.34
N -0.126534 1.019408 -0.545649 0.14 0.23 -0.52 -0.04
C -1.183381 1.155354 0.426945 0.26 0.19 1.21 -0.13
C -1.196520 -0.377677 0.393903 -0.19 -0.61 0.40 -0.36
O -1.968356 -1.271171 0.566886 0.35 0.41 -0.24 0.13
H 2.250056 -0.579132 -0.756224 -0.16 -0.07 0.11 0.07
H 0.986721 -1.538896 -1.534899 -0.26 0.34 0.38 0.08
H 1.516741 -1.937880 0.103579 0.10 -0.06 -0.05 0.07
H 0.513017 0.169899 1.308278 0.98 -1.50 -2.55 0.17
H 0.498655 1.771074 -0.802735 0.11 0.01 0.55 0.13
H -2.022494 1.818772 0.159658 0.38 -0.34 0.70 0.12
H -0.584061 1.147570 1.520439 -2.25 1.49 -1.69 0.14

---

128
Properties=species:S:1:pos:R:3:forces:R:3:lowdin_charge:R:1 method="wB97M-V/def2-TZVPD" lumo_ha=-0.12112 homo_lumo_gap_ev=9.0 max_force_ha_per_bohr=0.02460 total_energy_ha=-11906.9221 charge=+1 spin_multiplicity=1 e_homo_ha=-0.451
C 1.386844 -2.361189 5.291582 -0.49 -0.35 -0.56 -0.13
C 0.621100 -1.975659 4.020939 0.14 0.07 0.66 -0.26
C -0.398301 -3.038716 3.619556 0.52 0.49 -1.05 -0.17
C -1.211748 -2.582018 2.406213 -0.17 -0.24 1.04 -0.16
O -0.404027 -2.811105 1.241103 -0.18 0.26 -0.20 0.00
C -0.945526 -2.485466 0.054072 -0.04 -0.01 0.16 -0.16
C -2.256068 -2.693943 -0.328389 0.42 0.11 -0.04 0.13
C -2.667187 -2.313098 -1.601993 -0.63 -0.27 0.33 -0.07
C -4.122449 -2.534758 -1.997483 0.16 0.18 -0.15 -0.16
O -4.928512 -2.897049 -0.917790 -0.17 0.03 -0.14 -0.16
C -5.385776 -1.780445 -0.164125 0.34 0.01 0.71 -0.11
C -1.781994 -1.764312 -2.494451 0.13 0.06 -0.53 -0.10
C -2.170813 -1.360731 -3.887428 0.34 0.21 0.09 -0.08
C -2.954103 -0.058143 -3.888785 -0.45 0.04 -0.34 -0.21
N -4.071542 0.103250 -4.461558 0.38 -0.22 0.16 0.13
N -0.499202 -1.580613 -2.091066 -0.19 -0.22 0.08 0.06
O 0.405323 -1.036843 -2.955929 -0.05 0.06 0.04 -0.03
C 1.163765 -2.073913 -3.657714 0.55 -0.42 -0.29 -0.12
C 2.675950 -1.952735 -3.453849 -0.06 -0.59 0.08 -0.14
C 3.306767 -3.168794 -2.733618 0.45 0.02 0.30 -0.23
C 4.285576 -2.787105 -1.607395 -0.08 0.00 -0.19 -0.10
C -0.066449 -1.893271 -0.856517 0.71 0.04 0.23 -0.17
O 1.194197 -1.618957 -0.544937 -0.23 0.13 -0.04 0.04
C 1.279371 -0.436531 0.327082 -0.18 0.61 -0.10 -0.07
C 1.960331 0.742998 -0.381774 0.44 -0.31 1.02 -0.32
C 3.463275 0.649058 -0.058654 -0.56 -0.36 -0.31 -0.08
C 1.415079 2.065896 0.185317 -0.05 0.29 -0.37 -0.14
C 1.259509 3.203167 -0.845499 -0.02 0.03 -0.31 -0.40
C 2.344242 3.243729 -1.934142 -0.48 0.48 0.03 -0.07
C -0.161231 3.229178 -1.442266 0.10 0.15 0.60 -0.06
H 1.815144 -3.356647 5.163979 0.11 -0.01 0.10 0.08
H 0.678872 -2.397155 6.118202 0.19 0.02 0.22 0.05
H 2.179274 -1.658072 5.511205 0.07 0.04 0.09 0.03
H 0.106919 -1.027921 4.211362 0.00 0.05 -0.13 0.11
H 1.339424 -1.813223 3.216029 -0.11 0.00 -0.18 0.09
H 0.170517 -3.902334 3.268882 -0.23 -0.36 0.35 0.13
H -1.056760 -3.306844 4.441931 -0.01 -0.05 0.06 0.12
H -2.156997 -3.125029 2.365218 0.05 -0.13 -0.25 0.12
H -1.436350 -1.516466 2.513155 -0.02 0.07 -0.31 0.13
H -2.954700 -3.159247 0.348955 -0.15 -0.01 -0.05 0.14
H -4.183609 -3.322970 -2.751883 0.02 -0.10 0.06 0.15
H -4.489253 -1.614729 -2.462236 -0.11 -0.03 -0.03 0.11
H -6.353824 -2.006564 0.274730 -0.10 -0.12 -0.18 0.07
H -4.707010 -1.575873 0.673640 0.06 0.03 -0.06 0.09
H -5.468363 -0.878903 -0.761723 -0.04 0.01 -0.14 0.03
H -2.735292 -2.164912 -4.361717 -0.17 0.05 0.02 0.12
H -1.273537 -1.213146 -4.488308 0.04 -0.01 0.02 0.10
H -2.517903 0.807972 -3.391228 0.18 -0.09 0.11 0.12
H -4.347529 -0.781327 -4.897437 -0.26 0.10 -0.11 -0.01
H 0.830109 -3.053669 -3.317496 -0.19 0.06 0.14 0.13
H 0.920520 -2.010517 -4.717841 -0.25 0.29 0.05 0.08
H 3.123448 -1.898620 -4.444821 0.08 0.32 0.01 0.12
H 2.930738 -1.046577 -2.908145 -0.19 0.18 -0.07 0.10
H 2.539450 -3.834240 -2.334149 -0.08 0.03 0.01 0.10
H 3.878604 -3.765952 -3.442965 -0.20 0.00 -0.22 0.10
H 4.679110 -1.786325 -1.783191 0.08 0.03 0.08 0.06
H 5.143003 -3.456812 -1.581577 -0.04 -0.09 0.07 0.07
H 3.810460 -2.812715 -0.628151 -0.02 0.13 0.04 0.06
H 0.269035 -0.131782 0.609315 -0.11 -0.28 -0.04 0.13
H 1.803802 -0.716066 1.236761 0.10 -0.23 -0.05 0.12
H 1.785793 0.630051 -1.449539 -0.18 0.13 -0.07 0.12
H 3.837203 -0.324956 -0.370623 0.28 0.11 -0.18 0.04
H 3.566333 0.666542 1.025109 0.15 0.24 0.04 0.06
H 4.038806 1.457695 -0.501461 0.09 -0.03 -0.03 0.07
H 0.436215 1.916060 0.651950 0.00 0.01 0.05 0.11
H 2.085734 2.409806 0.974258 0.04 -0.09 0.08 0.11
H 1.370383 4.137917 -0.292356 -0.01 0.05 0.01 0.09
H 1.980634 3.889923 -2.734537 0.08 0.03 -0.06 0.08
H 2.557393 2.280983 -2.393105 0.16 -0.06 0.09 0.07
H 3.237174 3.731187 -1.548724 0.23 -0.38 -0.06 0.03
H -0.808569 3.783411 -0.758482 -0.12 -0.11 0.00 0.08
H -0.592815 2.228925 -1.525770 0.07 -0.05 -0.34 0.06
H -0.189535 3.767827 -2.386223 -0.05 -0.19 -0.17 0.07
C 6.874334 -0.266620 2.229328 0.12 -0.01 0.07 -1.00
Cl 5.414582 -1.262900 2.150158 0.03 -0.10 0.09 0.54
Cl 7.002223 0.821034 0.839061 -0.07 -0.01 0.02 0.55
H 6.838799 0.331469 3.131526 -0.06 0.03 -0.02 0.02
H 7.740375 -0.917331 2.239957 -0.01 -0.01 -0.06 0.02
C -8.549870 0.656667 -0.520874 -0.16 0.13 -0.01 -1.04
Cl -7.666642 -0.016153 -1.905072 -0.15 0.18 -0.21 0.51
Cl -7.447407 1.143989 0.775223 -0.02 -0.01 0.02 0.51
H -9.112595 1.525922 -0.855573 0.35 -0.22 0.03 -0.08
H -9.211870 -0.113516 -0.134157 0.25 0.26 -0.03 -0.07
C 0.858533 0.065908 8.915775 -0.18 -0.26 -0.04 -1.05
Cl 0.173591 -1.559743 9.067456 -0.03 0.03 -0.02 0.52
Cl 1.866020 0.223122 7.466323 -0.05 0.18 0.10 0.52
H 0.045705 0.779905 8.851277 -0.01 -0.02 -0.05 0.03
H 1.468896 0.271894 9.781133 -0.09 -0.27 -0.10 -0.07
C -1.938003 -1.374405 -7.468264 -0.13 0.06 -0.06 -1.01
Cl -2.736349 -2.951528 -7.462327 0.02 0.02 0.09 0.51
Cl -0.175468 -1.518143 -7.413672 0.01 0.02 0.05 0.54
H -2.218500 -0.849298 -8.373321 0.06 -0.05 -0.05 0.04
H -2.264027 -0.816054 -6.599017 -0.02 0.01 0.00 -0.01
C -7.078791 -0.075777 -6.227563 -0.07 0.11 0.11 -1.02
Cl -7.342775 1.148338 -7.466943 0.00 0.00 0.02 0.53
Cl -5.990289 -1.360137 -6.792441 0.01 -0.09 0.00 0.50
H -6.627014 0.395696 -5.361634 0.07 0.01 -0.05 0.00
H -8.030147 -0.525685 -5.970219 0.00 -0.04 -0.07 0.03
C 9.504035 2.638980 -1.150575 -0.07 -0.01 -0.03 -1.03
Cl 10.011160 1.997935 -2.716374 -0.03 0.00 -0.01 0.51
Cl 10.871706 2.872462 -0.054469 0.00 0.05 0.02 0.53
H 9.023587 3.597410 -1.307399 0.07 0.03 -0.02 0.03
H 8.818369 1.935002 -0.695468 0.10 -0.02 -0.01 -0.05
C 2.839290 6.352264 1.216499 -0.06 0.04 0.04 -1.02
Cl 2.498410 7.510263 -0.069956 -0.03 -0.01 0.01 0.52
Cl 3.981218 5.103745 0.695313 0.06 -0.02 0.14 0.54
H 3.268917 6.880620 2.058941 0.06 0.02 -0.04 0.03
H 1.911460 5.870184 1.502258 0.00 -0.03 -0.04 0.02
C 11.633142 0.586455 2.799141 0.08 -0.01 -0.05 -1.03
Cl 11.649146 -1.179279 2.855198 0.01 0.00 -0.02 0.51
Cl 10.076128 1.246443 3.319107 -0.05 0.06 0.02 0.50
H 12.403207 0.963661 3.460984 -0.04 -0.04 0.06 0.03
H 11.812960 0.903337 1.778943 -0.07 -0.03 -0.02 -0.02
C 2.254788 3.842525 9.542869 0.01 0.06 -0.08 -1.00
Cl 0.911615 4.621418 10.380992 0.00 0.01 -0.03 0.52
Cl 2.617705 2.244748 10.212649 0.37 0.49 0.24 0.57
H 1.989718 3.719840 8.498998 -0.03 -0.05 0.02 0.02
H 3.136820 4.463433 9.642172 0.00 -0.02 0.08 0.03
C -9.029015 4.808380 -0.583046 -0.01 0.10 -0.03 -0.98
Cl -7.554084 4.216172 -1.354316 0.01 -0.01 0.00 0.51
Cl -10.265695 3.547172 -0.450187 -0.19 0.30 0.06 0.56
H -8.789796 5.159189 0.413329 0.03 -0.08 0.02 0.03
H -9.430944 5.611973 -1.187841 -0.02 -0.04 -0.03 0.03
C -9.251642 -3.595492 0.580472 0.00 -0.07 0.04 -0.99
Cl -9.724354 -2.321043 -0.556279 -0.14 -0.57 -0.05 0.57
Cl -9.739400 -3.219090 2.233555 0.03 -0.01 0.00 0.53
H -9.727164 -4.519902 0.275917 -0.07 0.04 0.00 0.03
H -8.173050 -3.696042 0.550934 0.00 0.05 -0.01 0.01